Computed, not measured: a molecular structure, C32H49N5OPbSbSe in a non-equilibrium geometry, with ωB97M-V/def2-TZVPD.

Energy above the lowest of the compared OMol25 structures with the same formula, charge and spin (eV): 2.580
HOMO energy (spin up / spin down) (eV): -2.747 / -2.099
HOMO-LUMO gap (spin up / spin down) (Eh): 0.1295 / 0.0865
Strongest force on any atom (eV/A): 2.1
Charge: -1
LUMO energy (spin up / spin down) (eV): 0.78 / 0.25

Geometry (Å):
Pb: -0.31 -0.77 0.24
C: -3.56 -1.36 0.91
C: -2.89 -2.66 0.58
C: -3.49 -3.90 0.55
C: -2.52 -4.80 0.07
C: -1.38 -4.05 -0.17
C: -0.08 -4.50 -0.74
N: -1.60 -2.75 0.15
H: -4.55 -1.56 1.32
H: -3.68 -0.77 0.00
H: -2.98 -0.77 1.63
H: -4.51 -4.12 0.82
H: -2.64 -5.85 -0.10
H: -0.23 -4.96 -1.72
H: 0.40 -5.24 -0.09
H: 0.58 -3.64 -0.85
C: 0.25 0.97 3.42
O: -0.42 -0.24 3.74
C: -0.49 -1.17 2.82
C: -1.14 -2.40 3.34
H: 1.06 1.12 4.13
H: -0.47 1.79 3.51
H: 0.65 0.93 2.40
H: -1.52 -2.31 4.36
H: -0.40 -3.20 3.29
H: -1.92 -2.71 2.64
C: 2.62 -1.94 3.33
C: 3.39 -2.72 2.25
C: 2.48 -3.77 1.62
C: 3.95 -1.78 1.21
C: 5.31 -1.74 1.00
C: 5.89 -0.84 0.12
C: 5.07 0.10 -0.51
C: 3.71 0.08 -0.36
C: 2.85 1.17 -0.95
C: 3.01 2.44 -0.10
C: 3.16 1.47 -2.41
C: 3.07 -0.94 0.44
N: 1.78 -1.08 0.52
H: 2.31 -2.60 4.13
H: 1.73 -1.51 2.87
H: 3.24 -1.14 3.74
H: 4.23 -3.23 2.74
H: 1.64 -3.27 1.15
H: 2.10 -4.47 2.38
H: 3.03 -4.34 0.87
H: 5.95 -2.42 1.55
H: 6.95 -0.85 -0.06
H: 5.53 0.85 -1.13
H: 1.81 0.85 -0.89
H: 4.04 2.79 -0.14
H: 2.77 2.23 0.94
H: 2.36 3.24 -0.46
H: 4.15 1.92 -2.53
H: 2.43 2.17 -2.81
H: 3.12 0.56 -3.00
C: -4.63 3.64 1.53
C: -4.13 3.73 0.10
Sb: -2.43 2.34 -0.21
C: -1.00 3.57 0.95
C: -0.99 5.05 0.63
C: -1.78 3.16 -2.15
C: -2.55 4.36 -2.68
H: -5.50 4.29 1.68
H: -3.86 3.96 2.23
H: -4.92 2.62 1.79
H: -3.83 4.75 -0.13
H: -4.92 3.43 -0.59
H: -0.02 3.13 0.76
H: -1.23 3.42 2.01
H: -0.78 5.20 -0.43
H: -0.21 5.57 1.19
H: -1.94 5.51 0.87
H: -1.88 2.33 -2.86
H: -0.72 3.38 -2.06
H: -3.62 4.13 -2.75
H: -2.20 4.63 -3.67
H: -2.43 5.23 -2.03
Se: -3.87 0.13 -3.02
N: -3.01 -0.26 -4.54
C: -1.76 -0.59 -4.22
C: -0.74 -0.96 -5.10
C: 0.49 -1.28 -4.57
C: 0.70 -1.22 -3.20
N: -0.23 -0.84 -2.33
C: -1.44 -0.54 -2.81
N: -2.43 -0.15 -2.01
H: -0.93 -0.98 -6.17
H: 1.30 -1.57 -5.22
H: 1.66 -1.47 -2.76



Computed, not measured: a molecular structure, C36H36Ge2N3RuS, with ωB97M-V/def2-TZVPD.

HOMO energy (spin up / spin down) (eV): -13.372 / -13.614
HOMO-LUMO gap (spin up / spin down) (Eh): 0.2758 / 0.1836
Strongest force on any atom (eV/A): 0.7
Charge: +2
Spin multiplicity: 6
LUMO energy (spin up / spin down) (eV): -5.87 / -8.62

Geometry (Å):
Ru: 0.07 0.33 -0.73
C: 3.19 -0.39 -0.21
N: 1.87 -0.70 -0.78
C: 1.71 -1.91 -1.27
C: 0.51 -2.23 -1.91
C: 0.01 -3.39 -2.53
C: -1.25 -3.06 -3.01
C: -1.48 -1.72 -2.67
N: -0.43 -1.21 -2.02
C: 4.12 0.24 -1.23
C: 5.10 1.12 -0.77
C: 6.00 1.69 -1.66
C: 5.93 1.38 -3.01
C: 4.97 0.50 -3.47
C: 4.07 -0.07 -2.59
H: 3.62 -1.31 0.20
H: 3.04 0.31 0.62
H: 2.49 -2.66 -1.17
H: 0.52 -4.34 -2.61
H: -1.92 -3.70 -3.56
H: -2.35 -1.12 -2.88
H: 5.15 1.36 0.28
H: 6.76 2.37 -1.29
H: 6.64 1.83 -3.70
H: 4.92 0.25 -4.52
H: 3.32 -0.75 -2.97
S: -4.23 0.14 0.36
C: -4.09 1.40 -0.81
C: -2.80 1.64 -1.16
C: -1.86 0.79 -0.51
C: -2.56 -0.09 0.37
C: -1.86 -1.06 1.20
C: -2.48 -2.04 1.96
C: -1.69 -2.90 2.71
C: -0.31 -2.74 2.69
C: 0.23 -1.74 1.90
N: -0.52 -0.92 1.17
H: -4.98 1.90 -1.15
H: -2.54 2.42 -1.87
H: -3.56 -2.14 1.95
H: -2.15 -3.68 3.31
H: 0.33 -3.38 3.27
H: 1.30 -1.59 1.85
C: 2.26 2.60 -3.16
Ge: 0.84 3.71 -2.45
C: -0.77 3.45 -3.52
C: 1.18 5.59 -2.07
Ge: 0.57 2.66 0.04
C: 2.33 2.96 0.82
C: 2.45 2.64 2.18
C: 3.63 2.87 2.86
C: 4.71 3.45 2.20
C: 4.60 3.78 0.86
C: 3.43 3.52 0.17
C: -0.61 3.73 1.14
C: -1.83 3.30 1.67
C: -2.57 4.13 2.50
C: -2.11 5.41 2.79
C: -0.90 5.85 2.28
C: -0.15 5.01 1.47
H: 2.45 2.95 -4.18
H: 1.93 1.57 -3.23
H: 3.19 2.63 -2.60
H: -0.48 3.74 -4.53
H: -1.60 4.08 -3.21
H: -1.08 2.41 -3.56
H: 1.03 6.12 -3.01
H: 2.19 5.76 -1.72
H: 0.47 5.98 -1.34
H: 1.60 2.24 2.72
H: 3.71 2.61 3.91
H: 5.63 3.64 2.74
H: 5.44 4.24 0.35
H: 3.38 3.77 -0.88
H: -2.20 2.31 1.47
H: -3.50 3.78 2.93
H: -2.69 6.06 3.44
H: -0.54 6.84 2.51
H: 0.81 5.36 1.10



Computed, not measured: a molecular structure, C5H4CrO7 in a non-equilibrium geometry, with ωB97M-V/def2-TZVPD.

Energy above the lowest of the compared OMol25 structures with the same formula, charge and spin (eV): 0.000
HOMO energy (spin up / spin down) (eV): -7.675 / -8.456
HOMO-LUMO gap (spin up / spin down) (Eh): 0.1714 / 0.2083
Strongest force on any atom (eV/A): 3.0
Charge: 0
Spin multiplicity: 5
LUMO energy (spin up / spin down) (eV): -3.01 / -2.79

Geometry (Å):
O: -0.16 1.44 -3.51
C: -0.43 2.24 -2.62
O: -0.66 3.40 -2.52
O: -0.43 -1.66 0.82
C: 0.58 -1.62 1.80
C: 0.90 -0.13 1.92
O: -0.34 0.46 1.63
C: -0.96 -0.31 0.58
H: 0.20 -2.03 2.76
H: 1.45 -2.22 1.48
H: 1.67 0.18 1.19
H: 1.22 0.17 2.93
Cr: 0.25 -0.57 -3.52
O: -0.15 -0.70 -1.68
O: -2.24 -0.23 0.55
O: -0.47 1.42 -1.02
C: -0.41 0.16 -0.80



Computed, not measured: 17 unconnected molecules or ions with the total composition C3H40NO17 in a non-equilibrium geometry, with ωB97M-V/def2-TZVPD.

Energy above the lowest of the compared OMol25 structures with the same formula, charge and spin (eV): 6.148
HOMO energy (eV): -11.869
HOMO-LUMO gap (Eh): 0.3366
Strongest force on any atom (eV/A): 10.5
Charge: +1
LUMO energy (eV): -2.71

Geometry (Å):
O: -3.19 -1.58 -1.04
C: -2.59 -2.47 -0.54
C: -1.33 -1.89 0.38
N: -0.58 -0.87 -0.47
C: 0.06 0.22 0.42
H: -2.55 -3.50 -0.43
H: -1.56 -1.56 1.46
H: -0.73 -2.85 0.44
H: 0.09 -1.34 -1.09
H: -1.31 -0.30 -0.93
H: 0.67 0.95 -0.38
H: 0.82 -0.17 1.01
H: -0.68 0.85 1.05
H: -3.18 0.72 1.64
H: -3.77 -0.27 0.50
O: -3.75 0.51 0.93
H: -1.21 3.53 0.07
H: -2.11 3.28 1.39
O: -1.22 3.58 1.12
H: 0.04 -3.03 -2.07
H: 0.55 -3.76 -0.86
O: -0.30 -3.45 -1.24
H: 4.70 0.56 -0.88
H: 3.64 0.58 0.09
O: 3.75 0.48 -0.74
H: -2.26 0.19 -3.33
H: -3.60 -0.48 -3.35
O: -3.06 -0.05 -2.78
H: -1.00 2.26 -2.48
H: 0.01 3.26 -2.96
O: -0.64 2.66 -3.35
H: 2.85 -0.92 1.41
H: 4.01 -1.80 1.68
O: 3.46 -1.54 0.87
H: 1.92 0.20 3.13
H: 3.21 0.93 3.29
O: 2.81 0.10 3.06
H: 3.17 3.71 -1.11
H: 2.54 2.40 -1.70
O: 2.33 3.30 -1.46
H: 0.49 -0.21 -4.11
H: -0.03 1.00 -3.56
O: -0.04 0.10 -3.32
H: 0.59 3.13 1.67
H: 1.14 3.73 0.35
O: 1.20 2.94 0.98
H: 2.31 -2.83 1.43
H: 1.47 -4.03 1.24
O: 1.32 -3.13 1.52
H: 0.18 -1.79 2.41
H: -0.08 -2.36 3.81
O: -0.12 -1.57 3.30
H: -1.41 1.38 3.89
H: -1.17 -0.17 3.55
O: -1.80 0.55 3.40
H: -2.88 1.29 -1.45
H: -3.73 2.23 -0.45
O: -2.79 1.85 -0.61
H: 2.13 -1.98 -1.09
H: 1.70 -0.80 -1.96
O: 1.51 -1.76 -1.78



Q: The highest charge belongs to which entry?
A: C36H36Ge2N3RuS



Q: Number 2 is which compound?
A: C36H36Ge2N3RuS